ORCA calculation (ωB97M-V/def2-TZVPD) on a structure of composition C13H22Br3N5O14V in a non-equilibrium geometry.

Output
Kohn-Sham gap in eV: 3.601
Energy in eV: -285746.39955
HOMO in eV: -3.59
Charge: -1
Relative energy (zero: lowest compared OMol25 entry of this formula, charge and spin) in eV: 7.1764

Each line ends with the Mulliken charge.
Geometry (Å):
O1 -3.17 -3.94 -3.30  -0.72
V1 -2.13 -3.80 -2.13  1.45
O2 -2.70 -4.39 -0.79  -0.73
O3 1.07 -1.25 -2.48  -0.65
C1 0.89 0.07 -2.05  -0.23
C2 -0.55 0.71 -2.05  -0.28
O4 -1.48 -0.08 -1.34  -0.63
H1 1.60 0.60 -2.70  0.24
H2 1.25 0.13 -1.02  0.13
H3 -0.88 0.80 -3.08  0.20
H4 -0.49 1.76 -1.76  0.23
C3 2.34 1.42 -7.54  -0.66
N1 3.30 0.31 -8.05  0.86
O5 3.34 -0.77 -7.56  -0.51
O6 4.02 0.65 -8.96  -0.54
H5 2.73 1.97 -6.68  0.27
H6 1.46 0.90 -7.16  0.30
H7 2.01 1.95 -8.42  0.29
C4 -5.31 5.05 -3.34  -0.67
N2 -5.21 5.85 -4.57  0.89
O7 -4.16 6.22 -4.98  -0.53
O8 -6.27 6.09 -5.13  -0.54
H8 -5.00 4.02 -3.49  0.28
H9 -6.30 5.16 -2.90  0.28
H10 -4.54 5.52 -2.73  0.29
C5 6.33 -0.96 1.37  -0.64
N3 6.48 -1.90 0.19  0.83
O9 6.40 -3.11 0.40  -0.51
O10 6.68 -1.52 -0.96  -0.51
H11 6.66 -1.46 2.28  0.28
H12 5.27 -0.75 1.46  0.27
H13 6.97 -0.09 1.16  0.28
C6 -7.83 0.49 0.89  -0.65
N4 -8.81 0.41 -0.29  0.85
O11 -9.10 1.47 -0.75  -0.52
O12 -9.26 -0.67 -0.64  -0.52
H14 -7.30 1.44 0.84  0.29
H15 -7.14 -0.30 0.60  0.30
H16 -8.38 0.31 1.81  0.25
C7 1.99 -2.55 4.42  -0.73
C8 2.39 -3.90 4.44  -0.28
C9 3.33 -4.37 5.28  -0.38
C10 3.91 -3.53 6.26  0.29
C11 3.53 -2.19 6.30  -0.44
C12 2.61 -1.74 5.36  -0.28
N5 4.99 -4.06 7.21  0.92
O13 5.31 -5.25 7.10  -0.57
O14 5.44 -3.40 8.13  -0.58
H17 1.32 -2.22 3.64  0.46
H18 1.92 -4.50 3.67  0.37
H19 3.56 -5.43 5.18  0.42
H20 3.86 -1.50 7.07  0.42
H21 2.42 -0.68 5.45  0.36
C13 -1.90 3.30 3.23  -0.30
Br1 -2.01 3.06 5.24  -0.04
Br2 -0.12 3.68 2.59  0.01
Br3 -3.26 4.65 2.52  -0.04
H22 -2.05 2.33 2.76  0.37

=====

ORCA calculation (ωB97M-V/def2-TZVPD) on a structure of composition C13H22ClI2InNOP in a non-equilibrium geometry.

Output
Kohn-Sham gap (spin up / spin down) in eV: 5.978 / 5.980
Energy in eV: -60542.99155
HOMO (spin up / spin down) in eV: -14.43 / -14.43
Charge: +2

Each line ends with the natural charge from an NBO analysis.
Geometry (Å):
I1 -1.54 -0.46 -2.50  -0.22
I2 1.34 -1.49 -2.49  0.34
In1 -0.49 -1.16 2.07  1.31
P1 -0.96 -3.10 -0.04  0.80
C1 -1.15 -3.86 -1.74  -0.89
C2 -0.20 -4.57 0.71  -0.93
H1 -2.87 -3.25 1.43  0.24
H2 -2.79 -4.61 0.24  0.25
H3 -3.32 -2.96 -0.28  0.25
C3 -2.69 -3.53 0.40  -0.92
H4 -0.09 -4.45 1.79  0.24
H5 -0.87 -5.40 0.48  0.25
H6 -1.66 -4.83 -1.67  0.26
H7 -0.19 -3.97 -2.25  0.24
H8 0.78 -4.72 0.25  0.25
H9 -1.75 -3.19 -2.37  0.25
C4 0.18 -0.71 -4.07  0.35
O1 -0.30 -0.69 -5.16  -0.39
Cl1 -1.52 -2.13 3.94  -0.44
C5 -0.51 3.79 0.16  -0.42
N1 -0.31 2.65 -0.79  -0.36
C6 -0.60 3.10 -2.19  -0.41
C7 1.10 2.07 -0.68  -0.26
C8 1.60 1.86 0.74  -0.07
C9 2.57 2.77 1.23  -0.18
C10 2.93 2.74 2.59  -0.19
C11 2.37 1.80 3.45  -0.16
C12 1.45 0.83 2.94  -0.30
C13 1.12 0.86 1.61  -0.21
H10 0.32 4.51 0.00  0.24
H11 -0.52 3.43 1.20  0.24
H12 -1.45 4.28 -0.09  0.24
H13 -0.94 1.85 -0.61  0.44
H14 0.22 3.76 -2.48  0.23
H15 -0.64 2.22 -2.84  0.24
H16 -1.54 3.66 -2.17  0.24
H17 1.10 1.14 -1.27  0.23
H18 1.67 2.81 -1.26  0.23
H19 3.00 3.53 0.56  0.24
H20 3.61 3.48 2.98  0.25
H21 2.58 1.76 4.51  0.25
H22 0.97 0.14 3.67  0.21

=====

ORCA calculation (ωB97M-V/def2-TZVPD) on a cluster of 2 separate species, C13H22ClSi in total in a non-equilibrium geometry.

Output
Kohn-Sham gap in eV: 7.182
Energy in eV: -34231.70398
HOMO in eV: -12.97
Charge: +1
Relative energy (zero: lowest compared OMol25 entry of this formula, charge and spin) in eV: 0.7478

Each line ends with the natural charge from an NBO analysis.
Geometry (Å):
H1 -2.94 1.98 4.22  -0.19
Si1 -3.49 3.32 3.57  1.40
Cl1 -1.81 4.29 2.80  -0.39
C1 -4.56 3.16 2.03  -1.11
C2 -4.22 4.75 4.57  -1.11
H2 -5.57 2.76 2.23  0.25
H3 -4.67 4.18 1.62  0.27
H4 -4.07 2.54 1.28  0.25
H5 -5.18 4.53 5.07  0.25
H6 -3.51 5.13 5.31  0.25
H7 -4.40 5.56 3.85  0.27
C3 -3.40 1.01 6.50  -0.71
C4 -2.49 0.56 5.37  0.15
C5 -1.10 0.24 5.54  -0.13
C6 -0.49 -1.00 5.11  0.12
C7 -1.30 -2.22 4.76  -0.66
C8 0.90 -1.14 5.11  -0.26
C9 1.75 -0.12 5.55  0.16
C10 3.25 -0.21 5.43  -0.66
C11 1.16 1.01 6.12  -0.25
C12 -0.22 1.21 6.13  0.12
C13 -0.76 2.43 6.80  -0.66
H8 -4.30 0.38 6.44  0.26
H9 -2.94 0.83 7.50  0.25
H10 -3.77 2.08 6.47  0.27
H11 -3.01 0.02 4.57  0.23
H12 -0.61 -2.96 4.33  0.24
H13 -1.76 -2.70 5.65  0.25
H14 -2.08 -2.00 4.02  0.23
H15 1.33 -2.06 4.72  0.23
H16 3.70 0.71 5.83  0.23
H17 3.68 -1.06 5.98  0.25
H18 3.56 -0.30 4.37  0.25
H19 1.81 1.79 6.52  0.23
H20 0.09 3.07 7.10  0.24
H21 -1.39 3.00 6.09  0.23
H22 -1.33 2.19 7.72  0.24

=====

ORCA calculation (ωB97M-V/def2-TZVPD) on a structure of composition C13H22CoN4O2S.

Output
Kohn-Sham gap (spin up / spin down) in eV: 7.580 / 7.581
Energy in eV: -72352.52404
HOMO (spin up / spin down) in eV: -10.62 / -10.62
Charge: +1
Relative energy (zero: lowest compared OMol25 entry of this formula, charge and spin) in eV: 0.0000

Each line ends with the natural charge from an NBO analysis.
Geometry (Å):
Co1 -0.30 -0.32 -0.38  0.98
N1 1.31 -0.94 -1.40  -0.78
C1 1.77 -2.26 -0.91  -0.24
C2 1.31 -2.43 0.53  -0.24
N2 -0.12 -2.08 0.63  -0.44
C3 -0.52 -1.76 2.02  -0.24
C4 -1.81 -0.94 2.01  -0.24
N3 -1.64 0.13 1.00  -0.76
C5 -1.00 -3.10 -0.01  -0.25
C6 -2.11 -2.45 -0.83  -0.23
N4 -1.52 -1.32 -1.57  -0.76
H1 1.25 -0.92 -2.41  0.40
H2 2.03 -0.25 -1.15  0.44
H3 2.86 -2.33 -0.95  0.24
H4 1.38 -3.04 -1.56  0.20
H5 1.85 -1.72 1.15  0.25
H6 1.51 -3.44 0.90  0.22
H7 0.28 -1.16 2.45  0.25
H8 -0.64 -2.67 2.62  0.22
H9 -2.02 -0.53 3.00  0.23
H10 -2.66 -1.56 1.74  0.20
H11 -1.09 0.90 1.40  0.44
H12 -2.51 0.54 0.68  0.41
H13 -1.41 -3.78 0.74  0.23
H14 -0.38 -3.70 -0.67  0.22
H15 -2.90 -2.06 -0.20  0.21
H16 -2.57 -3.18 -1.49  0.23
H17 -2.25 -0.72 -1.97  0.42
H18 -0.98 -1.65 -2.36  0.39
O1 2.90 1.02 0.10  -0.62
C7 1.76 1.38 0.31  0.78
O2 0.85 0.55 0.82  -0.80
C8 1.25 2.74 0.00  -0.13
C9 1.95 3.86 0.43  -0.18
C10 1.46 5.13 0.15  -0.21
C11 0.29 5.27 -0.58  -0.18
C12 -0.39 4.15 -1.04  -0.22
C13 0.09 2.88 -0.76  -0.17
S1 -0.75 1.51 -1.52  -0.17
H19 2.86 3.73 0.99  0.23
H20 1.99 6.00 0.50  0.23
H21 -0.09 6.25 -0.80  0.23
H22 -1.29 4.27 -1.63  0.22

=====

ORCA calculation (ωB97M-V/def2-TZVPD) on the ion C13H22N2 with charge +2 in a non-equilibrium geometry.

Output
SMILES: C=C(C1C=CC(=[N+](C)C)C=C1)[N+](C)(C)C
Kohn-Sham gap in eV: 8.734
Energy in eV: -16797.24210
HOMO in eV: -16.98
Charge: +2
Relative energy (zero: lowest compared OMol25 entry of this formula, charge and spin) in eV: 0.0000

Each line ends with the natural charge from an NBO analysis.
Geometry (Å):
C1 -0.16 1.09 1.30  -0.38
C2 -0.82 -0.06 0.91  0.24
C3 -1.82 -0.15 -0.17  -0.44
C4 -1.24 -0.95 -1.28  -0.04
C5 -0.18 -0.47 -1.95  -0.31
C6 0.15 0.90 -1.66  0.39
N1 1.34 1.44 -1.72  -0.25
C7 1.61 2.80 -1.59  -0.45
C8 2.52 0.63 -2.13  -0.43
C9 -1.10 1.69 -1.49  -0.29
C10 -2.06 1.19 -0.76  -0.07
N2 -0.41 -1.29 1.67  -0.29
C11 -1.15 -2.52 1.30  -0.45
C12 -0.72 -1.08 3.15  -0.38
C13 1.06 -1.57 1.42  -0.41
H1 0.57 1.32 2.04  0.25
H2 -0.45 1.87 0.68  0.22
H3 -2.72 -0.52 0.13  0.26
H4 -1.82 -1.90 -1.53  0.27
H5 0.59 -1.00 -2.53  0.27
H6 1.27 3.31 -2.46  0.25
H7 0.90 3.19 -0.81  0.23
H8 2.65 3.03 -1.21  0.27
H9 2.81 1.13 -3.03  0.25
H10 3.38 0.57 -1.44  0.26
H11 2.33 -0.41 -2.39  0.23
H12 -1.19 2.74 -1.99  0.28
H13 -3.03 1.78 -0.43  0.29
H14 -0.78 -3.29 1.94  0.25
H15 -2.28 -2.50 1.44  0.26
H16 -0.98 -2.74 0.13  0.25
H17 -0.44 -2.01 3.82  0.26
H18 -0.22 -0.24 3.40  0.22
H19 -1.84 -1.12 3.18  0.24
H20 1.38 -1.08 0.40  0.24
H21 1.81 -1.16 2.24  0.27
H22 1.03 -2.65 1.40  0.24